1.
Molecular formula: C2H7OSi
Method: DFT, wB97M-V/def2-TZVPD

Cartesian coordinates (Å):
C (0.35340, -0.42393, -0.29491)
C (1.64489, 0.50319, 0.16548)
O (-1.12561, 0.08206, -0.02466)
Si (-2.67648, 0.08445, 0.10758)
H (0.49954, -0.33145, -1.34131)
H (0.27758, -1.50508, 0.08344)
H (2.40429, 0.01268, 0.68286)
H (1.86583, 0.95450, -0.79480)
H (1.29306, 1.28844, 0.72042)
H (-3.29807, -1.20274, 0.02898)
H (-3.39999, 1.40399, -0.22534)

Properties
**Energy relative to the best compared isomer or geometry (same formula, charge and spin)**: 144.9 kJ/mol
**Gap between HOMO and LUMO**: 10.02 eV
**Net charge**: +1
**Highest occupied orbital energy**: -16.28 eV



2.
Molecular formula: C2H7PS3
Method: DFT, wB97M-V/def2-TZVPD

Cartesian coordinates (Å):
C (2.04835, -0.04280, -0.60415)
C (-1.87262, 1.39275, 0.60047)
P (0.50670, -0.27948, 0.25323)
S (-1.48264, -3.40250, -0.66578)
S (-0.06195, -1.81456, -1.24303)
S (-0.40372, 1.40816, -0.48493)
H (1.60939, 0.19297, -1.68994)
H (2.56571, 0.77718, -0.18641)
H (2.80780, -0.83166, -0.62236)
H (-1.97660, 0.25886, 0.96422)
H (-2.71016, 1.60740, -0.05953)
H (-1.64902, 2.06723, 1.44342)
H (-0.71401, -4.37476, -1.08146)

Properties
**Energy relative to the best compared isomer or geometry (same formula, charge and spin)**: 105.0 kJ/mol
**Gap between HOMO and LUMO**: 8.56 eV
**Net charge**: 0
**Highest occupied orbital energy**: -8.56 eV



3.
Molecular formula: C2H7S2
Method: DFT, wB97M-V/def2-TZVPD

Cartesian coordinates (Å):
S (0.33254, -1.77740, 1.18946)
H (0.53431, -2.88540, 1.93354)
C (-1.13577, -0.11625, -1.03046)
S (-0.27500, 1.47430, -0.99013)
C (0.92795, 1.17788, 0.32022)
H (-1.60240, -0.32399, -0.07458)
H (-0.43589, -0.90821, -1.27844)
H (-1.89340, -0.03895, -1.81698)
H (1.49894, 2.10251, 0.43625)
H (0.43713, 0.92107, 1.25515)
H (1.61160, 0.37443, 0.05597)

Properties
**Energy relative to the best compared isomer or geometry (same formula, charge and spin)**: 34.6 kJ/mol
**Gap between HOMO and LUMO**: 6.20 eV
**Net charge**: -1
**Highest occupied orbital energy**: -2.73 eV



4.
Molecular formula: C2H7S2
Method: DFT, wB97M-V/def2-TZVPD

Cartesian coordinates (Å):
C (1.41597, 0.04844, 0.77778)
S (2.93775, 0.51933, 0.03350)
H (0.61072, 0.31105, 0.09566)
H (1.28689, 0.67953, 1.73929)
H (1.21042, -1.07460, 0.99742)
H (2.38376, 1.44979, -0.76402)
C (-2.00910, -0.52411, -0.53599)
S (-2.20098, -0.11585, -2.20690)
H (-2.88085, -0.49684, 0.23121)
H (-1.55159, 0.40578, -0.20982)
H (-1.20300, -1.20252, -0.15813)

Properties
**Energy relative to the best compared isomer or geometry (same formula, charge and spin)**: 170.7 kJ/mol
**Gap between HOMO and LUMO**: 5.01 eV
**Net charge**: -1
**Highest occupied orbital energy**: -1.92 eV



5.
Molecular formula: C2H7S3
Method: DFT, wB97M-V/def2-TZVPD

Cartesian coordinates (Å):
C (-1.41568, -1.02949, -2.65727)
S (-0.80410, -1.89117, -1.14718)
H (-2.02321, -0.18685, -2.33076)
H (-2.02327, -1.80912, -3.12362)
H (-0.68906, -0.69354, -3.41605)
C (0.94832, 1.64086, 2.55064)
S (0.71923, -0.01736, 2.06904)
S (2.01077, -0.74827, 0.65209)
H (-0.03455, 2.09469, 2.44017)
H (1.31803, 1.56268, 3.65982)
H (1.73256, 2.25829, 2.14747)
H (0.26095, -1.18071, -0.84438)

Properties
**Energy relative to the best compared isomer or geometry (same formula, charge and spin)**: 96.0 kJ/mol
**Gap between HOMO and LUMO**: 5.64 eV
**Net charge**: -1
**Highest occupied orbital energy**: -2.16 eV



6.
Molecular formula: C2H83O42
Method: DFT, wB97M-V/def2-TZVPD

Cartesian coordinates (Å):
C (0.75301, -0.62430, -0.20482)
C (-0.28325, 0.38160, -0.10867)
O (-0.79191, 0.58591, 1.01653)
O (-0.68426, 0.93666, -1.17085)
H (0.94502, -0.97350, -1.21936)
H (1.69756, -0.43088, 0.30363)
H (0.31197, -1.52265, 0.22711)
O (0.26472, 3.18754, 0.94098)
H (0.16271, 3.00367, 0.00717)
H (-0.11594, 2.42603, 1.37851)
O (1.30521, 1.94114, -3.02665)
H (0.70732, 1.48510, -2.43437)
H (0.93488, 2.81967, -3.11188)
O (-0.65008, -3.93919, 2.11975)
H (0.25744, -3.73443, 2.34495)
H (-0.77523, -4.83877, 2.42193)
O (3.46947, -1.86482, -4.49987)
H (3.19319, -1.03784, -4.89487)
H (3.07911, -2.53878, -5.05630)
O (2.45816, -4.57946, 1.98093)
H (1.78317, -5.25814, 1.98356)
H (2.74755, -4.53234, 1.06974)
O (2.11611, -0.59674, 5.16176)
H (1.80509, -0.89536, 6.01635)
H (1.31825, -0.39275, 4.67387)
O (1.85047, 4.36855, 3.22123)
H (1.52134, 3.77396, 3.89530)
H (1.87655, 3.83785, 2.42504)
O (-1.31215, -4.03994, -0.48453)
H (-0.50531, -4.03342, -0.99951)
H (-1.05938, -3.67203, 0.36221)
O (-2.39953, 3.68257, 1.18882)
H (-1.45966, 3.69588, 1.00798)
H (-2.60690, 2.75642, 1.31318)
O (-3.42231, 0.13642, -1.67037)
H (-2.55117, 0.26242, -1.29422)
H (-3.76855, -0.63454, -1.22095)
O (-3.14926, -0.92420, 4.43659)
H (-3.76429, -0.25961, 4.74690)
H (-2.97384, -1.46655, 5.20556)
O (-5.00188, 2.24719, -0.96931)
H (-4.96289, 2.53879, -1.88018)
H (-4.35502, 1.54376, -0.91462)
O (4.73843, -3.47341, 2.87261)
H (3.95657, -3.80620, 2.43194)
H (4.55509, -3.58726, 3.80517)
O (-2.99067, 5.19404, -0.96964)
H (-2.91402, 4.55765, -0.25875)
H (-2.63341, 6.00422, -0.60604)
O (2.83316, 0.62208, -5.61822)
H (2.39275, 1.03422, -4.87498)
H (3.55924, 1.21102, -5.82363)
O (-4.92398, 4.59930, 1.68340)
H (-4.04566, 4.26133, 1.50854)
H (-5.50787, 3.87077, 1.47235)
O (5.57926, 2.77175, -2.80472)
H (5.63472, 2.48286, -3.71559)
H (4.81114, 2.31952, -2.45586)
O (5.54797, -0.54916, 2.29324)
H (6.50015, -0.64145, 2.32591)
H (5.21565, -1.33525, 2.72666)
O (-1.06511, -2.91377, 5.26349)
H (-0.58017, -2.39048, 4.62534)
H (-1.86458, -3.17155, 4.80456)
O (5.13753, -0.50349, -0.83786)
H (4.46187, 0.15214, -1.01066)
H (5.26747, -0.47015, 0.10989)
O (-4.46407, -2.34214, -0.75048)
H (-4.22280, -3.06617, -1.32824)
H (-3.94976, -2.48720, 0.04367)
O (-3.35193, -4.41235, -2.03362)
H (-3.71834, -5.22961, -1.69589)
H (-2.55489, -4.27685, -1.52118)
O (3.34159, 1.79744, -1.26449)
H (2.94732, 2.51265, -0.76523)
H (2.76741, 1.68896, -2.02263)
O (-0.83573, -7.11517, 0.18890)
H (-1.04764, -6.27576, -0.21941)
H (-1.04665, -7.76716, -0.47942)
O (0.07860, 4.55270, -2.20207)
H (0.38140, 5.09424, -2.93096)
H (0.20824, 5.09922, -1.42700)
O (-0.51157, 4.29455, -5.92962)
H (-0.29709, 3.55973, -6.50431)
H (-0.92222, 3.88976, -5.16558)
O (-2.90662, -2.39005, 1.66077)
H (-3.12418, -1.83034, 2.40617)
H (-2.10404, -2.83998, 1.92468)
O (-0.10391, -0.70591, 3.47468)
H (-1.03613, -0.85586, 3.31748)
H (0.18130, -0.17071, 2.73411)
O (-4.26659, 3.28027, 4.60509)
H (-4.47434, 2.47709, 5.08256)
H (-3.56538, 3.02781, 4.00442)
O (0.88419, -4.22476, -4.99117)
H (1.70027, -4.70125, -5.14345)
H (0.35086, -4.40896, -5.76439)
O (-1.73181, 2.05316, 3.84522)
H (-1.57170, 2.91448, 3.45959)
H (-2.32121, 1.61969, 3.22801)
O (0.92188, -4.51417, -1.98588)
H (1.66493, -3.91721, -1.89779)
H (0.71600, -4.50478, -2.92063)
O (2.97173, 0.94291, 2.86808)
H (3.68560, 0.98238, 2.23163)
H (3.25662, 0.29065, 3.50810)
O (3.16265, -2.93335, -1.84656)
H (2.86807, -2.43731, -2.61037)
H (3.86671, -2.40321, -1.47307)
O (-1.79344, 2.65656, -3.83640)
H (-1.40362, 3.18426, -3.13940)
H (-1.86430, 1.77862, -3.46165)
O (-4.55346, 2.76891, -4.65026)
H (-3.63816, 2.49932, -4.72625)
H (-4.52878, 3.54827, -4.09507)
O (1.06582, 2.26071, 4.76447)
H (1.64748, 1.67468, 4.28025)
H (0.20178, 2.11275, 4.38006)
O (-3.31023, 1.12324, 1.91702)
H (-4.02105, 0.49296, 1.79987)
H (-2.63904, 0.84673, 1.29311)
O (-1.67308, -0.88460, -4.87955)
H (-2.33128, -0.86982, -4.18473)
H (-1.45033, -1.81014, -4.97946)
O (5.99503, 1.83649, 1.51939)
H (5.29585, 2.34794, 1.11221)
H (5.54326, 1.10569, 1.94137)

Properties
**Energy relative to the best compared isomer or geometry (same formula, charge and spin)**: 0.0 kJ/mol
**Gap between HOMO and LUMO**: 8.97 eV
**Net charge**: -1
**Highest occupied orbital energy**: -7.78 eV



7.
Molecular formula: C2H8AlAsN2O4S5
Method: DFT, wB97M-V/def2-TZVPD

Cartesian coordinates (Å):
Al (-0.07471, -1.22644, -0.91034)
N (-1.03620, 0.33113, 0.38122)
C (-0.41211, 0.96765, 1.55567)
C (0.07616, 2.37378, 1.26242)
N (0.69770, 2.46867, -0.05112)
H (-1.54096, 1.01622, -0.17464)
H (-1.72174, -0.35078, 0.69354)
H (0.41514, 0.33871, 1.87270)
H (-1.12284, 1.03099, 2.38696)
H (0.74330, 2.63497, 2.09533)
H (-0.76957, 3.07504, 1.28310)
H (1.41978, 1.75503, -0.14216)
H (1.14818, 3.36842, -0.16358)
O (-2.75509, -3.23987, -1.92883)
S (-1.80157, -2.29741, -2.47540)
O (-1.98269, -2.01491, -3.88265)
O (-1.81122, -0.97899, -1.61573)
O (-0.34795, -2.69581, -2.13868)
S (0.43380, -2.48753, 0.87552)
As (2.61600, -2.04983, 1.28317)
S (1.82793, -0.22167, -1.58270)
S (3.19750, -1.64795, -0.89551)
S (2.80116, -0.14941, 2.27170)

Properties
**Energy relative to the best compared isomer or geometry (same formula, charge and spin)**: 111.8 kJ/mol
**Gap between HOMO and LUMO**: 6.18 eV
**Net charge**: -2
**Highest occupied orbital energy**: -1.04 eV



8.
Molecular formula: C2H8BN
Method: DFT, wB97M-V/def2-TZVPD

Cartesian coordinates (Å):
B (-1.02441, -0.38890, 0.33930)
C (1.65873, -0.24240, -0.05805)
C (0.29719, 0.47679, -0.05111)
N (-2.22358, 0.00767, -0.09058)
H (-0.73392, -1.51388, 0.71700)
H (2.30480, 0.53356, -0.44699)
H (2.02995, -0.65533, 0.83662)
H (1.73547, -1.06375, -0.85026)
H (0.41174, 1.37318, 0.43977)
H (0.09226, 0.79225, -1.17623)
H (-3.12335, -0.41476, -0.12271)
H (-2.38496, 0.92510, -0.33299)

Properties
**Energy relative to the best compared isomer or geometry (same formula, charge and spin)**: 68.4 kJ/mol
**Gap between HOMO and LUMO**: 10.79 eV
**Net charge**: 0
**Highest occupied orbital energy**: -10.04 eV



| no. | electronic energy (eV) |
| --- | --- |
| 1 | -12103.259 |
| 2 | -43981.631 |
| 3 | -23858.857 |
| 4 | -23857.446 |
| 5 | -34693.830 |
| 6 | -89424.940 |
| 7 | -134994.766 |
| 8 | -4370.485 |